Here is C25H35B2NO8Pt as an isolated structure in a non-equilibrium geometry from the Open Molecules 2025 dataset. Energies are from the ωB97M-V functional and the def2-TZVPD basis.

Cartesian coordinates (Å):
C -2.048 -0.300 2.432
C -0.753 -0.440 2.197
C 0.789 -0.756 1.962
B 1.285 -1.503 3.376
O 2.652 -1.479 3.855
C 0.217 -2.293 4.363
C -0.230 -1.157 5.469
O 1.402 0.579 2.158
C 2.633 0.509 1.350
O 3.799 0.870 1.644
C 2.023 -0.134 -0.023
C 1.020 1.091 -0.482
O 1.778 2.325 -0.237
C 0.924 3.456 -0.197
C -0.212 3.578 -1.325
C -1.223 4.777 -1.330
C -1.135 5.918 -0.191
C 0.022 5.801 0.892
C 1.049 4.600 0.914
B 2.975 -0.261 -1.341
O 2.531 -0.826 -2.601
O 4.367 0.174 -1.238
C 4.977 0.305 -2.557
C 6.500 0.901 -2.484
C 1.263 -1.476 0.549
N 2.085 -2.589 1.094
C 2.561 -3.396 0.179
O 3.050 -3.904 -0.868
O 0.292 -1.690 -0.483
C -0.656 -2.753 -0.196
C -1.955 -2.676 -1.196
C -1.572 -2.259 -2.705
C -3.036 -1.715 -0.479
C -4.456 -1.600 -1.240
C -4.563 -0.136 -1.938
C -5.614 -1.633 -0.082
H -3.116 -0.129 2.841
H 3.304 -1.501 3.114
H 0.754 -3.121 4.984
H -0.677 -2.721 3.783
H 0.688 -0.482 5.726
H -0.596 -1.624 6.452
H -1.018 -0.426 5.027
H -0.005 1.049 0.032
H 0.804 1.047 -1.629
H -0.330 2.799 -2.172
H -2.072 4.904 -2.125
H -1.906 6.783 -0.192
H 0.092 6.606 1.712
H 1.880 4.539 1.716
H 1.869 -0.231 -3.026
H 5.075 -0.705 -3.126
H 4.351 1.002 -3.236
H 6.791 1.391 -3.496
H 6.613 1.702 -1.665
H 7.264 0.036 -2.338
H -0.136 -3.762 -0.474
H -0.974 -2.858 0.903
H -2.371 -3.766 -1.237
H -0.779 -1.434 -2.794
H -1.230 -3.156 -3.354
H -2.535 -1.835 -3.212
H -2.518 -0.676 -0.349
H -3.171 -2.128 0.605
H -4.627 -2.380 -2.068
H -4.301 0.657 -1.132
H -5.662 0.043 -2.225
H -3.911 -0.040 -2.884
H -6.432 -0.887 -0.386
H -5.990 -2.719 -0.004
H -5.118 -1.249 0.894
Pt -2.754 5.365 -3.906

## Properties
Charge: +2
Energy, eV: -48926.2124
E_HOMO, eV: -14.09
2S+1: 1

Atom charges from the Mulliken analysis, given in e for atoms 1 to 4: C -0.947; C -1.239; C 1.926; B 0.640

=====

Here is C25H35F3KN8O4S as an isolated structure in a non-equilibrium geometry from the Open Molecules 2025 dataset. Energies are from the ωB97M-V functional and the def2-TZVPD basis.

Cartesian coordinates (Å):
K -1.263 0.557 -0.597
O 0.172 4.976 -1.189
C -0.236 3.889 -0.786
N -0.921 2.971 -1.485
C -1.962 3.261 -2.261
O -2.789 4.164 -2.100
C -2.225 2.324 -3.433
C -3.549 2.161 -3.848
C -3.817 1.440 -4.994
C -2.749 0.932 -5.725
C -1.471 1.148 -5.239
N -1.203 1.804 -4.111
C 0.129 3.481 0.634
C 0.750 4.428 1.446
C 1.027 4.107 2.762
C 0.661 2.853 3.236
C 0.030 1.981 2.362
N -0.225 2.281 1.091
H -4.329 2.623 -3.260
H -4.835 1.289 -5.330
H -2.906 0.388 -6.647
H -0.607 0.774 -5.784
H 0.996 5.388 1.017
H 1.515 4.823 3.413
H 0.859 2.560 4.259
H -0.298 0.998 2.686
C 1.215 -1.764 -3.248
C 1.332 -2.820 -2.123
N 0.802 -2.320 -0.873
C -0.142 -3.138 -0.149
C -1.475 -3.281 -0.910
N -1.939 -1.998 -1.405
C -2.388 -1.935 -2.778
C -1.191 -2.016 -3.744
N -0.106 -1.178 -3.279
H 1.501 -2.243 -4.203
H 1.927 -0.961 -3.042
H 2.386 -3.122 -2.043
H 0.773 -3.712 -2.418
H 1.518 -1.944 -0.271
H -0.355 -2.627 0.792
H 0.241 -4.151 0.084
H -2.198 -3.747 -0.229
H -1.348 -3.967 -1.753
H -2.626 -1.590 -0.785
H -2.884 -0.969 -2.917
H -3.115 -2.725 -3.043
H -1.531 -1.751 -4.754
H -0.840 -3.051 -3.793
H -0.115 -0.255 -3.687
C 2.400 -0.851 5.068
N 2.356 -1.071 3.634
C 1.364 -2.034 3.187
C 2.987 -0.269 2.750
S 2.622 -0.255 1.134
N 3.961 0.570 3.318
C 5.135 -0.133 3.822
C 4.327 1.751 2.544
H 1.381 -0.765 5.451
H 2.935 0.067 5.288
H 2.892 -1.685 5.578
H 1.299 -2.834 3.926
H 1.660 -2.448 2.228
H 0.381 -1.569 3.062
H 4.843 -1.050 4.330
H 5.665 0.508 4.527
H 5.816 -0.397 3.003
H 3.429 2.304 2.277
H 4.860 1.498 1.623
H 4.963 2.379 3.171
F -4.986 -1.548 2.099
C -4.069 -0.636 2.497
F -3.624 -1.041 3.702
F -4.726 0.525 2.695
C -2.930 -0.480 1.426
O -3.362 -0.161 0.304
O -1.778 -0.711 1.812

## Properties
Charge: -1
Energy, eV: -81920.8753
E_HOMO, eV: -5.44
ΔE to the lowest compared entry with this formula, charge and spin, kcal/mol: 34.2
2S+1: 1

Atom charges from the Mulliken analysis, given in e for atoms 1 to 4: K 0.849; O -0.761; C -0.514; N -0.075

=====

Here is a 3-piece molecular cluster, C25H35FO7P overall in a non-equilibrium geometry from the Open Molecules 2025 dataset. Energies are from the ωB97M-V functional and the def2-TZVPD basis.

Cartesian coordinates (Å):
C -3.001 -0.218 2.394
C -2.840 1.281 2.655
C -1.807 1.936 1.708
C -0.550 2.431 2.423
C 0.427 3.173 1.485
C 1.770 2.454 1.294
C 1.610 1.133 0.530
O 1.710 1.422 -0.836
P 2.371 0.015 -1.743
C 1.302 0.367 -3.274
C 0.407 -0.801 -3.740
C 1.029 -1.888 -4.551
O 0.502 -2.044 -3.130
O 3.404 -0.209 -0.293
C 2.599 -0.046 0.837
C 3.451 0.012 2.108
C 2.870 -0.805 3.238
F 1.511 -0.515 3.436
H -2.080 -0.749 2.638
H -3.825 -0.625 2.985
H -3.259 -0.392 1.349
H -2.531 1.420 3.695
H -3.807 1.759 2.503
H -1.525 1.208 0.944
H -2.272 2.777 1.185
H -0.043 1.565 2.859
H -0.856 3.107 3.227
H -0.030 3.292 0.498
H 0.612 4.181 1.867
H 2.412 3.094 0.685
H 2.225 2.336 2.281
H 0.608 0.742 0.770
H 1.329 -0.755 -1.125
H 2.982 -1.139 -2.364
H 3.392 0.895 -2.259
H 0.629 1.203 -3.076
H 1.944 0.585 -4.129
H -0.612 -0.539 -4.035
H 2.046 -2.191 -4.347
H 0.345 -2.485 -5.146
H 1.974 -0.950 0.941
H 4.402 -0.457 1.837
H 3.681 1.022 2.446
H 3.361 -0.592 4.192
H 2.956 -1.875 3.038
C -8.100 2.531 2.608
C -8.733 3.591 3.103
C -8.151 4.387 4.214
O -8.733 5.351 4.666
C -6.835 3.959 4.748
C -6.200 2.899 4.254
C -6.784 2.099 3.146
O -6.204 1.136 2.699
H -8.502 1.935 1.799
H -9.692 3.925 2.730
H -6.430 4.558 5.553
H -5.238 2.566 4.622
C 5.617 -5.789 -6.298
C 5.056 -4.591 -6.441
C 4.291 -3.965 -5.331
O 3.773 -2.879 -5.448
C 4.180 -4.723 -4.058
C 4.742 -5.921 -3.919
C 5.503 -6.547 -5.026
O 6.019 -7.640 -4.904
H 6.179 -6.268 -7.089
H 5.124 -4.018 -7.357
H 3.621 -4.238 -3.265
H 4.675 -6.493 -3.002

## Properties
Charge: -1
Energy, eV: -52826.9953
E_HOMO, eV: -4.15
2S+1: 1

Atom charges from the Mulliken analysis, given in e for atoms 1 to 4: C -1.508; C 0.075; C -0.524; C -0.418

=====

Here is C25H35N2SW as an isolated structure in a non-equilibrium geometry from the Open Molecules 2025 dataset. Energies are from the ωB97M-V functional and the def2-TZVPD basis.

Cartesian coordinates (Å):
C 1.413 -2.613 0.568
C 2.436 -2.036 -0.266
C 2.022 -2.175 -1.640
C 0.762 -2.890 -1.674
C 0.353 -3.053 -0.313
W 0.378 -0.592 -0.176
C -1.804 1.828 -0.788
C -1.172 1.060 0.174
H -0.982 1.614 1.113
C -1.476 -0.399 0.446
H -2.186 -0.851 -0.228
H -1.601 -0.660 1.491
C -2.917 3.967 -0.428
H -2.573 4.700 0.283
H -3.466 4.522 -1.231
H -3.670 3.356 0.102
C -2.795 1.161 -1.836
H -2.518 0.081 -2.098
H -3.740 1.142 -1.211
H -2.950 1.710 -2.784
C 3.670 -1.355 0.194
H 3.738 -1.349 1.287
H 4.588 -1.821 -0.199
H 3.690 -0.308 -0.150
C 2.693 -1.400 -2.713
H 2.894 -0.363 -2.370
H 3.652 -1.827 -2.991
H 2.085 -1.308 -3.615
C -0.305 -2.865 -2.752
H -0.301 -1.904 -3.378
H -0.235 -3.576 -3.595
H -1.321 -2.845 -2.292
C -0.879 -3.766 0.139
H -1.767 -3.446 -0.431
H -0.779 -4.855 -0.022
H -1.098 -3.597 1.204
C 1.562 -3.040 2.001
H 0.592 -3.042 2.522
H 1.972 -4.066 2.057
H 2.248 -2.379 2.552
C 0.110 -0.061 -2.174
C -1.754 3.216 -0.911
C -0.007 0.858 -3.113
C -0.633 3.864 -1.484
H 0.080 -1.052 -2.456
C 0.507 2.190 -3.219
H -0.228 0.432 -4.092
C 0.287 3.383 -2.445
H -0.494 4.862 -1.038
H 1.131 2.446 -4.107
H 1.103 4.059 -2.496
C 0.501 -0.517 4.481
N 0.120 0.813 4.074
C -0.730 1.670 4.781
C -0.917 2.788 4.035
N -0.172 2.575 2.878
C 0.423 1.363 2.867
S 1.403 0.609 1.629
H -0.111 -1.273 3.980
H 1.545 -0.693 4.239
H 0.351 -0.604 5.563
H -1.121 1.391 5.749
H -1.508 3.658 4.215
H -0.101 3.261 2.094

## Properties
<S²>: 2.1472
Charge: +1
Energy, eV: -42120.8902
E_HOMO (spin up / spin down), eV: -9.14 / -9.98
ΔE to the lowest compared entry with this formula, charge and spin, kcal/mol: 11.5
2S+1: 3

Atom charges from the Mulliken analysis, given in e for atoms 1 to 4: C 0.975; C 0.443; C 0.503; C 0.634

=====

Question: Number 4 is which compound?
Answer: C25H35N2SW

=====

Question: Which formula does entry 1 have?
Answer: C25H35B2NO8Pt